The following is a quantum chemistry calculation of ClH10NaO5 as an isolated structure, from the Open Molecules 2025 dataset.

## Properties
- Spin multiplicity: 1
- Relative energy (zero: lowest compared OMol25 entry of this formula, charge and spin): 91.5 kcal/mol
- Lowest unoccupied orbital energy: -3.458 eV

Atoms and positions in Å:
Na  -4.5636  -20.6510  0.2826
Cl  0.2092  -20.0318  -1.7615
O  2.3840  -18.4127  3.1205
H  1.7748  -17.7521  2.7907
H  2.3932  -19.0897  2.4439
O  -1.6047  -25.0587  -5.4337
H  -1.8527  -25.8018  -4.8837
H  -1.3863  -24.3633  -4.8132
O  4.2019  -17.0419  -4.4993
H  4.2182  -16.6600  -3.6217
H  3.9267  -17.9483  -4.3616
O  5.0931  -22.4170  -0.1410
H  4.7406  -22.8489  0.6372
H  4.3281  -22.2564  -0.6935
O  -2.5488  -17.2234  -5.5341
H  -3.2768  -17.1350  -4.9189
H  -1.8017  -17.4681  -4.9880